[1]
This record from OMol25 describes a molecular structure, C34H36BBrGaN10O2S2. The level of theory is ωB97M-V with the def2-TZVPD basis set.

Geometry as XYZ:
```
87
Properties=species:S:1:pos:R:3:forces:R:3
Ga 0.76416 -0.64304 -0.08018 -0.139 -0.387 0.033
C 4.06092 1.74314 -0.32288 0.084 -0.070 0.061
N 4.19502 0.80674 0.78505 -0.022 0.060 -0.063
C 4.79357 1.08233 1.99562 -0.044 0.047 -0.019
C 4.69980 -0.04403 2.73788 -0.091 -0.032 0.014
N 4.05658 -1.00269 1.98570 0.149 -0.051 0.027
B 3.97451 -2.49267 2.45012 0.019 0.031 -0.002
N 2.54675 -3.15437 2.26039 0.047 -0.065 0.038
C 2.47226 -4.53122 2.23690 0.035 0.077 -0.013
C 1.17054 -4.89107 2.30048 -0.073 0.011 -0.055
N 0.44514 -3.72031 2.34698 -0.046 -0.018 0.092
C -1.00140 -3.62573 2.46477 0.077 -0.016 0.005
C 1.30512 -2.67344 2.32362 -0.001 -0.048 -0.086
S 0.79250 -1.01947 2.30000 0.004 0.014 0.099
C 3.76854 -0.47497 0.79430 -0.013 0.036 0.061
S 3.00027 -1.26741 -0.53488 0.111 0.156 0.008
H 3.93646 2.74435 0.08479 0.006 0.026 0.019
H 3.19020 1.47557 -0.91224 -0.039 -0.022 -0.036
H 4.94527 1.71386 -0.95604 0.032 -0.002 -0.010
H 5.21905 2.04638 2.21667 -0.013 -0.048 -0.026
H 5.03622 -0.25363 3.73846 -0.008 -0.005 -0.062
H 4.74200 -3.16003 1.80455 -0.049 0.011 0.020
H 4.22076 -2.49490 3.63105 0.003 -0.008 -0.048
H 3.36231 -5.13424 2.18568 -0.038 0.037 0.014
H 0.69929 -5.85916 2.31502 0.013 0.055 0.006
H -1.41620 -4.62647 2.38834 -0.019 -0.030 -0.007
H -1.40728 -3.00405 1.67033 -0.012 0.023 -0.024
H -1.27514 -3.18869 3.42282 -0.001 0.007 0.014
Br -3.29325 -6.28947 -0.38346 0.043 -0.021 0.057
C -3.98928 -4.79503 -1.31236 -0.011 0.034 -0.039
C -5.13595 -4.17318 -0.84922 -0.027 0.035 -0.013
C -5.63016 -3.07374 -1.53693 -0.034 -0.023 0.059
C -4.95483 -2.57739 -2.64140 0.007 0.168 0.005
C -3.83606 -3.24493 -3.13047 0.010 0.082 -0.028
C -3.35312 -4.35978 -2.46584 0.009 -0.018 -0.008
N -5.53452 -1.42923 -3.30064 0.268 0.133 -0.137
N -4.86428 -0.41592 -3.56222 -0.136 -0.217 0.211
C -3.50347 -0.30297 -3.10009 -0.085 -0.147 -0.039
C -2.51401 -0.11223 -4.02757 0.042 -0.023 -0.060
C -1.15055 -0.12111 -3.68196 -0.054 0.032 -0.050
C -0.76414 -0.28965 -2.36703 0.056 -0.004 0.113
O 0.48024 -0.35863 -1.96328 -0.084 -0.045 -0.154
C -1.80417 -0.37814 -1.38238 0.114 0.010 0.012
N -1.37933 -0.47789 -0.09402 -0.021 0.101 -0.061
C -2.25834 -0.50154 0.88016 -0.034 0.015 0.004
C -3.64143 -0.44015 0.63487 0.021 0.001 0.031
C -4.09094 -0.38668 -0.65445 -0.022 0.038 -0.027
C -3.16630 -0.36339 -1.72460 -0.090 -0.055 0.024
H -5.64611 -4.54977 0.02673 0.002 0.007 -0.010
H -6.54075 -2.58457 -1.21227 0.017 -0.023 0.008
H -3.34197 -2.90056 -4.02811 0.000 0.026 -0.011
H -2.49357 -4.89524 -2.84807 -0.016 0.024 0.012
H -2.80321 -0.01090 -5.06753 0.025 -0.006 0.010
H -0.38826 -0.00989 -4.44285 -0.033 -0.002 0.025
H -1.86204 -0.57201 1.88618 -0.003 -0.008 -0.005
H -4.33120 -0.44012 1.46777 0.023 -0.004 -0.014
H -5.15254 -0.33832 -0.85935 0.012 0.008 -0.013
C 0.65873 5.76608 1.56629 -0.012 -0.092 0.018
N 1.25866 4.43853 1.46794 0.055 0.074 -0.093
N 0.81286 3.54249 0.51600 -0.102 0.078 0.093
C 1.08746 2.27047 0.93481 -0.050 0.035 -0.146
O 0.86590 1.31322 0.14411 0.069 -0.017 0.116
C 1.65443 2.37824 2.22740 -0.033 -0.025 0.034
C 1.71381 3.71651 2.51966 0.010 0.008 0.045
C 2.14427 4.38880 3.77501 0.000 -0.006 -0.005
C 0.54591 3.91626 -0.83542 0.014 0.016 0.014
C -0.55012 3.35525 -1.47326 -0.011 0.011 -0.003
C -0.78675 3.66591 -2.80291 -0.029 -0.005 -0.006
C 0.05028 4.54498 -3.47701 0.000 -0.005 0.008
C 1.13869 5.10689 -2.82448 0.012 0.005 -0.003
C 1.40049 4.78354 -1.50117 0.024 0.012 -0.001
H 0.26915 6.04907 0.59444 0.022 0.002 -0.050
H 1.42107 6.48410 1.85729 0.015 -0.007 0.021
H -0.15454 5.77531 2.29292 -0.017 -0.014 -0.005
H 1.98494 1.56086 2.84360 0.007 -0.015 0.003
H 2.57259 3.65581 4.45381 -0.001 0.006 0.002
H 1.29779 4.86352 4.27552 0.003 -0.010 -0.013
H 2.88916 5.15927 3.57432 0.002 0.003 0.002
H -1.19677 2.67311 -0.93642 0.018 0.019 -0.010
H -1.63287 3.22075 -3.31043 0.011 0.005 0.006
H -0.14449 4.79130 -4.51247 0.002 -0.003 0.017
H 1.79584 5.78910 -3.34814 -0.018 -0.019 0.009
H 2.26391 5.19605 -0.99256 -0.021 -0.009 0.005
N 0.32861 -2.84147 -0.61076 0.084 0.067 -0.052
H -0.53987 -3.31869 -0.39129 -0.036 0.025 0.009
H 1.10118 -3.42130 -0.29520 0.005 -0.037 0.007
H 0.39602 -2.78231 -1.62458 0.001 -0.010 0.015
```
Forces are in eV/Å.

The frontier orbital gap is 7.38 eV. The charge is +1. The HOMO energy is -9.9717 eV.

So, what does the Mulliken scheme give us? The charges, in e, come out as: Ga 0.517; C -0.959; N 0.502; C -0.517; C -0.671; N -0.049; B 0.761; N 0.350; C -0.769; C -0.323; N 0.317; C -0.620; C -0.473; S -0.389; C -0.018; S -0.570; H 0.367; H 0.223; H 0.364; H 0.528; H 0.499; H -0.152; H -0.175; H 0.501; H 0.454; H 0.264; H 0.213; H 0.283; Br -0.150; C -0.047; C -0.528; C -0.184; C 0.159; C -0.147; C -0.573; N -0.522; N -0.412; C 0.328; C -0.542; C -0.613; C 0.558; O -0.635; C 0.120; N 0.509; C -0.294; C -1.586; C -0.625; C -0.006; H 0.461; H 0.448; H 0.512; H 0.521; H 0.470; H 0.558; H 0.771; H 0.467; H 0.741; C -1.084; N -0.001; N 0.600; C 0.419; O 0.058; C -0.445; C -0.039; C -1.749; C -0.198; C -0.229; C -0.647; C -0.581; C -0.766; C 0.259; H 0.417; H 0.372; H 0.330; H 0.473; H 0.417; H 0.370; H 0.363; H 0.439; H 0.454; H 0.435; H 0.409; H 0.491; N -0.412; H 0.086; H 0.243; H 0.299

***

[2]
This record from OMol25 describes 2 unconnected molecules or ions with the total composition C34H36BF3O5. The level of theory is ωB97M-V with the def2-TZVPD basis set.

Geometry as XYZ:
```
79
Properties=species:S:1:pos:R:3:forces:R:3
C 2.10168 -3.75895 -5.89159 0.582 -0.388 -1.119
C 1.33203 -3.49453 -4.69751 -1.112 0.026 2.050
C 0.52390 -4.27171 -3.90115 0.514 0.446 -0.363
C 0.22445 -3.49621 -2.73562 0.126 0.956 0.179
C 0.89141 -2.29125 -2.87410 0.066 -2.585 -1.416
B 2.57750 -2.05392 -1.19945 -0.953 0.589 -0.816
C 1.36907 -1.25828 -1.93019 0.575 -0.325 0.293
C 0.14188 -0.94492 -1.17872 -0.956 0.668 1.351
C -0.64520 0.10521 -1.56541 0.110 -0.517 0.582
C -0.16073 1.04779 -2.47395 -1.712 1.145 -0.457
C -1.00467 2.19254 -2.90552 0.041 -0.879 0.163
F -0.54449 3.39761 -2.41005 -0.308 -0.051 -0.392
F -1.03402 2.33413 -4.25983 -0.028 0.359 0.414
F -2.30386 2.08192 -2.49800 0.563 0.301 -0.149
C 1.12815 0.96135 -3.01190 1.109 -0.609 -0.227
C 1.88834 -0.12231 -2.74186 0.602 1.232 0.030
O 2.43772 -2.95251 -0.17678 0.407 0.394 -0.071
C 3.79300 -3.22102 0.27511 0.090 0.190 -0.010
C 4.06695 -2.25125 1.42918 0.088 0.139 0.039
C 3.82863 -4.63058 0.82044 0.260 -0.387 -0.087
C 4.64917 -2.92725 -1.03469 0.067 -0.194 0.097
C 6.02538 -2.32564 -0.83445 0.237 0.155 0.339
C 4.80117 -4.14309 -1.94672 -0.120 -0.282 -0.012
O 3.84207 -1.93716 -1.72063 -0.154 -0.422 0.665
O 1.52958 -2.27608 -4.08709 0.000 -1.064 -0.127
H 1.66077 -4.60824 -6.42009 0.078 0.140 -0.066
H 2.11922 -2.88993 -6.55512 0.046 -0.137 0.010
H 3.13744 -4.03786 -5.64341 -0.172 0.196 -0.097
H 0.26233 -5.31710 -4.04918 -0.050 0.405 -0.199
H -0.42674 -3.77935 -1.90646 0.460 0.099 -0.290
H -0.18003 -1.66926 -0.42803 -0.083 0.238 -0.225
H -1.66222 0.19875 -1.18589 0.282 0.076 0.057
H 1.51125 1.74227 -3.66854 -0.091 -0.091 0.226
H 2.90439 -0.19726 -3.11262 -0.170 0.005 -0.050
H 5.04142 -2.43860 1.89224 -0.064 0.010 -0.143
H 4.03188 -1.19984 1.11376 -0.036 -0.250 -0.002
H 3.30297 -2.40849 2.20246 0.131 0.081 -0.249
H 4.82354 -4.84548 1.22798 -0.116 -0.027 -0.074
H 3.10550 -4.72625 1.63948 0.123 0.072 -0.209
H 3.59488 -5.38302 0.06084 -0.004 0.171 0.128
H 6.69221 -3.02740 -0.31467 -0.172 0.154 -0.050
H 6.46673 -2.11609 -1.81772 -0.140 -0.011 0.238
H 5.97997 -1.38963 -0.26685 0.028 -0.182 -0.123
H 5.53740 -4.83782 -1.51966 -0.218 0.087 -0.067
H 3.85511 -4.68154 -2.08822 0.149 0.179 -0.023
H 5.17958 -3.82946 -2.92951 -0.173 0.030 0.280
C -4.68277 1.34059 7.59989 0.305 -0.477 -0.300
O -4.26123 0.24296 6.76223 0.283 0.196 -0.032
C -3.52959 0.51143 5.65049 -0.084 0.514 -0.505
C -3.38220 -0.52639 4.69211 -0.185 0.331 0.733
C -2.89301 -0.25166 3.43397 0.217 0.441 -0.296
C -2.59020 1.08813 3.04189 -0.026 -0.181 0.994
C -2.37378 1.49356 1.68576 -0.296 0.506 0.133
C -2.88127 2.75553 1.25658 -0.348 0.541 0.025
C -2.25430 3.52332 0.23612 -0.087 0.167 -0.273
C -2.72951 4.78034 -0.08687 -0.763 0.038 0.723
C -3.85114 5.33077 0.58130 0.582 -0.323 -0.070
O -4.16515 6.59746 0.19179 0.723 -0.730 -0.300
C -3.19514 6.97719 -0.86666 -0.439 0.216 0.222
C -2.23463 5.80406 -1.06120 0.424 -0.120 -0.381
C -4.52554 4.59390 1.57505 0.066 0.617 -0.535
C -4.05962 3.33467 1.86655 0.601 -0.506 0.282
C -2.56552 2.06161 4.08980 -0.059 -0.109 -0.651
C -2.99239 1.79024 5.37000 -0.555 -0.641 0.396
H -5.29274 0.86400 8.36385 0.054 0.148 0.019
H -3.82097 1.83891 8.05876 -0.182 -0.088 -0.037
H -5.28650 2.06526 7.03961 0.175 -0.159 -0.005
H -3.72400 -1.51965 4.98243 0.105 0.207 -0.195
H -2.80651 -1.05014 2.69582 -0.108 0.193 0.176
H -1.82836 0.86073 0.99349 -0.019 0.005 0.002
H -1.36527 3.15559 -0.27059 -0.189 -0.066 0.174
H -3.76695 7.19821 -1.77458 0.009 -0.040 0.298
H -2.68073 7.88862 -0.54180 -0.259 -0.199 0.055
H -1.19927 6.09489 -0.84940 -0.161 -0.086 -0.074
H -2.26943 5.42666 -2.08914 0.067 0.047 0.197
H -5.38520 5.03078 2.07977 0.120 -0.226 -0.132
H -4.59615 2.73677 2.60422 0.153 0.169 -0.210
H -2.21660 3.06986 3.87165 -0.047 -0.256 -0.086
H -2.99108 2.56946 6.13680 0.024 -0.275 -0.375
```
Forces are in eV/Å.

The frontier orbital gap is 2.45 eV. The HOMO energy is -4.6929 eV.

So, what does the Mulliken scheme give us? The charges, in e, come out as: C -1.275; C 0.428; C -0.672; C -0.594; C -0.353; B 1.286; C 3.281; C -1.945; C -0.410; C -0.062; C 0.742; F -0.254; F -0.291; F -0.298; C -1.213; C -1.525; O -0.637; C 1.378; C -1.855; C -1.722; C 1.559; C -1.792; C -1.962; O -0.585; O -0.266; H 0.366; H 0.305; H 0.211; H 0.404; H 0.497; H 0.548; H 0.831; H 0.384; H 0.468; H 0.395; H 0.298; H 0.442; H 0.352; H 0.459; H 0.338; H 0.362; H 0.455; H 0.345; H 0.397; H 0.309; H 0.481; C -0.807; O -0.430; C 0.778; C -0.598; C -0.487; C 0.040; C -0.850; C 0.252; C -0.434; C 0.968; C 0.104; O -0.525; C -0.461; C -0.363; C -1.074; C -0.650; C -0.404; C -0.415; H 0.253; H 0.318; H 0.352; H 0.410; H 0.415; H 0.533; H 0.647; H 0.291; H 0.253; H 0.316; H 0.147; H 0.432; H 0.593; H 0.477; H 0.314

***

[3]
This record from OMol25 describes a molecular structure, C34H36IN3O7PS2Ta. The level of theory is ωB97M-V with the def2-TZVPD basis set.

Geometry as XYZ:
```
85
Properties=species:S:1:pos:R:3:forces:R:3
Ta -0.70691 0.19454 0.89793 -0.673 0.989 -0.527
O -0.27145 -6.74991 0.30002 0.006 0.017 -0.019
C 0.89195 -6.02093 0.55920 -0.027 0.027 -0.026
C 0.56072 -4.56723 0.46100 0.047 -0.016 0.052
C 1.54366 -3.57974 0.56379 -0.002 0.007 -0.041
C 1.18739 -2.26024 0.54151 -0.074 0.010 -0.066
N -0.09778 -1.82649 0.39207 0.161 -0.602 0.152
C -1.04408 -2.80032 0.24916 0.001 0.016 -0.095
C -0.75539 -4.14354 0.28803 -0.011 0.058 -0.090
C -2.40500 -2.28505 0.08288 0.006 0.103 -0.061
C -3.48826 -3.05881 -0.27805 0.084 0.027 0.059
C -4.74520 -2.47176 -0.38176 -0.114 -0.008 0.004
C -5.94526 -3.29040 -0.74528 0.045 0.006 -0.007
O -5.53210 -4.61741 -0.89186 0.003 -0.002 -0.009
C -4.84794 -1.10232 -0.12215 0.033 0.041 -0.013
C -3.72595 -0.38896 0.21420 0.043 -0.154 -0.119
N -2.49743 -0.95723 0.30896 -0.555 0.058 0.148
H -0.08576 -7.69576 0.30304 -0.009 -0.038 0.021
H 1.70600 -6.24236 -0.14319 -0.015 -0.005 -0.010
H 1.28423 -6.19820 1.57162 0.022 -0.007 -0.015
H 2.58918 -3.83927 0.66891 -0.001 -0.003 0.028
H 1.95242 -1.50974 0.64470 0.000 0.022 0.072
H -1.53576 -4.88488 0.19666 0.013 -0.007 0.011
H -3.38348 -4.11418 -0.48348 -0.024 -0.001 0.016
H -6.37476 -2.87562 -1.66749 -0.005 -0.002 0.005
H -6.69666 -3.16257 0.04525 0.002 -0.008 0.000
H -6.27987 -5.18312 -1.11661 -0.014 -0.013 -0.004
H -5.80364 -0.59620 -0.17184 -0.005 -0.001 -0.004
H -3.78829 0.66156 0.44988 -0.003 0.030 -0.027
O 0.43552 -0.46195 2.43619 0.267 0.236 0.590
S 1.00602 0.88018 2.97629 -0.015 -0.380 -0.569
O 0.75333 1.15933 4.33257 0.043 -0.005 0.013
O 0.25761 1.74993 1.96222 0.111 0.100 0.766
C 2.66328 0.77357 2.51362 0.055 0.094 -0.102
C 3.60698 0.65200 3.51685 0.095 0.041 -0.030
C 4.92288 0.35969 3.15676 -0.050 0.020 0.067
C 5.23682 0.15575 1.82872 -0.019 -0.001 -0.075
C 4.26308 0.27353 0.82721 0.038 -0.072 -0.013
C 2.95717 0.60464 1.13999 -0.061 0.001 0.043
P 1.69961 0.95439 -0.16375 -0.054 -0.062 0.187
C 1.80776 2.76192 -0.31284 0.115 0.016 -0.005
C 3.06452 3.36117 -0.19332 -0.012 -0.016 -0.030
C 3.21343 4.72851 -0.38233 -0.018 -0.008 -0.007
C 2.11248 5.51395 -0.68551 0.013 0.007 0.017
C 0.85515 4.92982 -0.77956 0.005 0.006 -0.010
C 0.70257 3.56617 -0.59030 -0.058 0.011 0.032
C 2.20834 0.22004 -1.72472 0.114 0.052 -0.078
C 3.36475 0.68670 -2.36430 -0.086 0.082 -0.043
C 3.76621 0.13665 -3.57077 -0.025 -0.015 -0.013
C 3.01303 -0.87009 -4.16275 0.024 0.007 -0.006
C 1.84405 -1.31272 -3.55715 -0.005 0.002 0.000
C 1.44262 -0.77124 -2.34523 -0.005 -0.082 0.064
H 3.32857 0.77346 4.55603 -0.016 0.007 -0.001
H 5.68313 0.27649 3.92152 -0.002 0.002 0.003
H 6.25188 -0.09261 1.54707 0.000 -0.008 0.001
H 4.55117 0.09930 -0.20081 0.001 0.025 -0.008
H 3.94180 2.77676 0.04953 -0.002 -0.002 0.023
H 4.19309 5.17713 -0.28784 0.001 0.002 -0.005
H 2.22976 6.57929 -0.83149 0.000 0.000 -0.013
H -0.00479 5.55002 -1.00069 -0.006 0.003 0.018
H -0.28783 3.13743 -0.61795 0.010 -0.017 -0.022
H 3.93994 1.50278 -1.94658 0.011 -0.012 0.024
H 4.66138 0.50196 -4.05583 0.007 -0.005 0.005
H 3.33330 -1.30109 -5.10207 -0.011 0.007 -0.010
H 1.24850 -2.08267 -4.02998 0.001 -0.003 0.000
H 0.52554 -1.12854 -1.89243 0.034 0.003 0.007
N -2.43616 3.73102 2.52305 -0.121 -0.064 -0.077
C -2.37189 2.42388 2.50218 0.024 0.311 0.113
O -2.13648 1.81657 1.41107 0.019 -0.371 0.049
C -2.59003 1.72743 3.82217 -0.009 -0.014 -0.191
I -2.67416 -0.34933 3.53160 0.093 -0.375 0.320
H -2.28911 4.26838 1.68003 0.054 0.020 0.018
H -2.67254 4.23918 3.36575 -0.001 0.004 0.003
H -3.54071 2.02272 4.26440 0.034 0.093 0.008
H -1.77942 1.96078 4.51263 0.007 -0.028 0.006
C -2.85812 2.86673 -1.82869 0.050 -0.027 -0.001
S -2.05838 1.30443 -2.12589 0.051 -0.242 0.007
C -0.85509 1.75473 -3.35435 -0.041 0.041 -0.007
O -1.21194 1.04012 -0.81991 0.436 0.027 -0.457
H -3.48644 3.04257 -2.70547 -0.007 0.023 0.007
H -2.12291 3.66034 -1.71726 -0.009 0.016 -0.013
H -3.48320 2.76014 -0.94512 -0.039 0.002 -0.025
H -1.42622 1.90803 -4.27429 0.012 0.026 -0.003
H -0.18209 0.90835 -3.48261 -0.003 -0.007 -0.018
H -0.32238 2.65841 -3.06280 0.015 -0.014 0.005
```
Forces are in eV/Å.

The frontier orbital gap is 6.45 eV. The charge is +4. The HOMO energy is -18.9364 eV.

So, what does the Mulliken scheme give us? The charges, in e, come out as: Ta 1.433; O -0.498; C -0.478; C -0.126; C -1.572; C -0.185; N 0.345; C 0.649; C -0.650; C 0.506; C -0.628; C -0.175; C -0.514; O -0.500; C -1.255; C -0.385; N 0.348; H 0.349; H 0.402; H 0.358; H 0.636; H 0.519; H 0.686; H 0.710; H 0.377; H 0.391; H 0.349; H 0.584; H 0.650; O -0.591; S 1.432; O -0.632; O -0.581; C -0.072; C -0.486; C -0.906; C -0.805; C -0.284; C -0.209; P 0.184; C 1.083; C -0.601; C -0.961; C -0.852; C -1.040; C 0.136; C 1.462; C -0.822; C -0.859; C -0.805; C -0.888; C -0.139; H 0.653; H 0.483; H 0.516; H 0.589; H 0.420; H 0.497; H 0.468; H 0.490; H 0.190; H 0.541; H 0.495; H 0.471; H 0.527; H 0.528; N -0.267; C 0.468; O 0.070; C -1.341; I 0.329; H 0.229; H 0.282; H 0.659; H 0.520; C -0.671; S 0.402; C -0.493; O -0.113; H 0.586; H 0.212; H 0.216; H 0.615; H 0.149; H 0.195